Record 1
# C26H26ClN4O7S

An isolated ion of composition C26H26ClN4O7S and charge -1 in a non-equilibrium geometry (ωB97M-V with the def2-TZVPD basis set, OMol25).

Properties
ΔE to the lowest compared entry with this formula, charge and spin ... 0.0 kJ/mol
DFT total energy ... -2610.49979 a.u.
SMILES ... Cn1c([O-])c([C@@H](c2cc3c4c(c2)CCCN4CCC3)[C@H](Cl)S(=O)(=O)c2ccc([N+](=O)[O-])cc2)c(=O)n(C)c1=O
Multiplicity ... 1
Highest occupied orbital energy ... -4.11 eV
Total charge ... -1

Each line ends with the natural charge from an NBO analysis.
Positions of all 65 atoms, in Å:
C1 2.84151 -1.69773 0.49979  -0.411
N1 2.87807 -0.51174 1.31793  -0.473
C2 1.69005 -0.03489 1.90302  0.656
O1 0.62755 -0.60170 1.61332  -0.692
C3 1.82939 1.01872 2.87093  -0.402
C4 0.83581 1.19937 3.98123  -0.278
C5 -0.58945 0.92585 3.54175  -0.002
C6 -1.24188 -0.28247 3.74267  -0.164
C7 -2.50351 -0.50233 3.19439  -0.093
C8 -3.14155 0.52032 2.44908  0.226
C9 -2.47119 1.75499 2.23759  -0.085
C10 -1.22241 1.93569 2.81751  -0.174
C11 -3.07157 2.82131 1.38381  -0.415
C12 -4.28973 2.35731 0.58093  -0.397
C13 -5.16135 1.41044 1.38398  -0.191
N2 -4.38299 0.31413 1.92332  -0.451
C14 -5.17311 -0.83289 2.32015  -0.192
C15 -4.32067 -2.08294 2.44531  -0.401
C16 -3.11915 -1.84271 3.36054  -0.405
C17 1.31785 0.52264 5.26760  -0.426
Cl1 2.07495 -1.06576 5.04918  -0.020
S1 0.05562 0.46737 6.60375  2.159
O2 -0.69529 -0.76823 6.56129  -0.933
O3 -0.60692 1.75075 6.56530  -0.920
C18 1.04558 0.37792 8.09856  -0.289
C19 1.18212 -0.84984 8.76392  -0.170
C20 1.83088 -0.90598 9.98938  -0.201
C21 2.37504 0.26645 10.54305  0.092
N3 2.88469 0.23737 11.88100  0.487
O4 3.31985 1.29381 12.39366  -0.379
O5 2.86055 -0.85199 12.50149  -0.383
C22 2.31109 1.48562 9.84073  -0.201
C23 1.64866 1.53583 8.62068  -0.178
C24 3.08676 1.70660 3.00301  0.642
O6 3.26217 2.62368 3.82064  -0.731
N4 4.14351 1.29357 2.17154  -0.473
C25 5.43796 1.90409 2.35241  -0.408
C26 4.12648 0.10182 1.43994  0.803
O7 5.13122 -0.37219 0.91852  -0.674
H1 1.82379 -2.08238 0.50410  0.242
H2 3.14948 -1.44305 -0.51794  0.192
H3 3.54095 -2.43402 0.90469  0.198
H4 0.89814 2.27561 4.19193  0.260
H5 -0.74527 -1.11100 4.24036  0.221
H6 -0.68786 2.87654 2.67843  0.202
H7 -2.30479 3.21156 0.70262  0.216
H8 -3.37073 3.66945 2.01704  0.200
H9 -3.95406 1.85583 -0.33377  0.202
H10 -4.89120 3.21859 0.28145  0.200
H11 -5.93872 0.96441 0.75510  0.190
H12 -5.67381 1.95221 2.20181  0.160
H13 -5.67961 -0.62010 3.27992  0.161
H14 -5.95003 -0.96356 1.55805  0.188
H15 -4.93478 -2.89098 2.84707  0.200
H16 -3.96610 -2.39404 1.45470  0.202
H17 -2.35254 -2.60375 3.16868  0.218
H18 -3.42580 -1.96192 4.40896  0.204
H19 2.07873 1.17284 5.72831  0.254
H20 0.76436 -1.75501 8.33467  0.257
H21 1.90473 -1.83518 10.55216  0.250
H22 2.75649 2.37237 10.28354  0.250
H23 1.58635 2.47772 8.08199  0.250
H24 5.28925 2.90921 2.73596  0.230
H25 6.03678 1.32291 3.06396  0.187
H26 5.94572 1.91142 1.38917  0.209

=====

Record 2
# C28H44FeI2N3O5S2Si

C28H44FeI2N3O5S2Si as an isolated structure in a non-equilibrium geometry (ωB97M-V with the def2-TZVPD basis set, OMol25).

Properties
ΔE to the lowest compared entry with this formula, charge and spin ... 135.2 kJ/mol
DFT total energy ... -4579.01065 a.u.
<S²> ... 8.764
Multiplicity ... 6
Highest occupied orbital energy (alpha / beta) ... -7.68 / -7.62 eV

Each line ends with the Mulliken spin population.
Positions of all 86 atoms, in Å:
Fe1 -1.41298 0.76319 -0.36233  4.169
I1 -0.57338 7.76239 -4.26113  0.000
C1 -0.87608 5.79379 -3.54013  0.010
C2 -1.41398 4.82829 -4.37523  -0.005
C3 -1.59388 3.56319 -3.87173  0.021
I2 -2.43888 2.03319 -5.05353  0.000
C4 -1.21128 3.16579 -2.56493  0.007
O1 -1.31608 1.94659 -2.20593  0.075
C5 -0.71478 4.20839 -1.73173  -0.007
C6 -0.33178 3.91459 -0.30603  -0.007
N1 -1.37438 3.19189 0.42227  0.110
C7 -2.66278 3.87909 0.44977  0.001
C8 -3.62688 3.28429 -0.54833  -0.006
C9 -4.56348 4.05889 -1.22663  0.003
C10 -5.41668 3.44089 -2.12663  -0.001
C11 -5.31088 2.06989 -2.31423  0.003
C12 -4.35488 1.37659 -1.58973  0.006
N2 -3.54498 1.97169 -0.72733  0.030
C13 -0.55738 5.48809 -2.22773  -0.006
H1 -1.67068 5.06539 -5.39693  0.000
H2 0.56512 3.28329 -0.27233  -0.001
H3 -0.09648 4.87309 0.18837  0.007
H4 -1.04128 3.00959 1.36297  0.001
H5 -3.10868 3.76729 1.44247  0.000
H6 -2.54288 4.94929 0.23757  0.000
H7 -4.60528 5.12609 -1.06443  -0.001
H8 -6.14558 4.01719 -2.68083  0.000
H9 -5.93848 1.55769 -3.02643  0.000
H10 -4.21318 0.30759 -1.69603  0.005
H11 -0.14678 6.25669 -1.58853  0.000
C14 1.13002 -0.29961 -2.59483  0.018
C15 -0.23158 -0.89521 -2.92153  -0.004
O2 -1.01018 -1.14851 -1.75863  0.053
H12 1.64502 -0.04111 -3.51613  0.000
H13 1.74172 -0.99411 -2.01783  -0.001
H14 0.98612 0.60359 -2.00023  0.002
H15 -0.11378 -1.82731 -3.49233  0.004
H16 -0.81428 -0.19191 -3.51973  -0.003
H17 -0.51098 -1.76911 -1.18603  0.002
S1 -4.24408 0.65659 3.19517  0.077
C16 -3.37128 0.20439 1.94597  0.011
N3 -2.71938 -0.10541 1.01877  0.098
C17 1.79292 -4.43161 0.57617  0.000
C18 0.52952 -3.86941 -0.06483  0.002
C19 -0.71918 -4.56731 0.47347  0.000
C20 0.62332 -4.06181 -1.58173  0.000
O3 0.37372 -2.46771 0.19987  0.036
Si1 1.30452 -1.47411 1.09947  0.014
S2 0.52492 0.49809 0.95547  0.265
O4 2.72022 -1.51731 0.32847  0.009
C21 4.01362 -1.00721 0.60367  -0.001
C22 3.93962 0.47239 0.96937  0.018
C23 4.81472 -1.19621 -0.68693  0.000
C24 4.61842 -1.81441 1.74987  0.001
O5 1.55262 -1.91821 2.63027  -0.020
C25 0.81642 -2.10011 3.83407  0.010
C26 1.15652 -3.50541 4.34757  0.000
C27 -0.68278 -1.95471 3.60067  -0.002
C28 1.30392 -1.04361 4.82877  0.001
H18 1.82802 -5.50771 0.43397  0.000
H19 1.82292 -4.21721 1.63927  0.000
H20 2.66542 -3.98041 0.11317  0.000
H21 -0.70938 -5.61561 0.18847  0.000
H22 -1.60828 -4.09411 0.06257  0.000
H23 -0.76298 -4.50061 1.55827  0.000
H24 0.85332 -5.10111 -1.80713  0.000
H25 1.42122 -3.43691 -1.97483  0.000
H26 -0.31798 -3.80571 -2.06143  0.001
H27 3.39242 1.00709 0.19757  -0.006
H28 4.93752 0.89349 1.05917  0.000
H29 3.40912 0.59219 1.90987  -0.004
H30 4.37572 -0.60101 -1.48393  0.000
H31 4.79612 -2.24241 -0.98283  0.000
H32 5.84672 -0.89001 -0.54493  0.000
H33 3.95572 -1.75751 2.60757  0.000
H34 5.59342 -1.41991 2.01717  0.000
H35 4.71982 -2.85771 1.46107  0.000
H36 0.75502 -4.26361 3.67897  0.000
H37 0.73762 -3.66081 5.33787  0.000
H38 2.23672 -3.62581 4.40177  0.000
H39 -1.01158 -2.63621 2.82127  -0.001
H40 -0.91558 -0.94181 3.28097  0.003
H41 -1.22468 -2.17171 4.51737  0.001
H42 2.38302 -1.11261 4.94467  0.000
H43 0.83702 -1.18861 5.79887  0.000
H44 1.05262 -0.05091 4.46417  0.001

=====

Record 3
# C36H65BaN2O7P2S2Si

C36H65BaN2O7P2S2Si as an isolated structure in a non-equilibrium geometry (ωB97M-V with the def2-TZVPD basis set, OMol25).

Properties
ΔE to the lowest compared entry with this formula, charge and spin ... 425.4 kJ/mol
DFT total energy ... -3841.23733 a.u.
Multiplicity ... 1
Highest occupied orbital energy ... -3.02 eV
Total charge ... -1

Each line ends with the Löwdin charge.
Positions of all 116 atoms, in Å:
Ba1 -1.49573 0.39124 -1.54801  1.704
C1 -2.68093 -3.89566 4.25729  -0.044
C2 -2.87623 -3.08346 3.01159  -0.266
C3 -3.81063 -2.05466 2.96779  -0.034
C4 -3.99923 -1.33876 1.80069  -0.079
C5 -3.23443 -1.62306 0.68369  -0.287
C6 -2.27183 -2.61396 0.72339  -0.029
C7 -2.10123 -3.34476 1.88649  -0.035
S1 -3.80963 -0.94296 -0.86531  0.488
O1 -2.92503 -1.38116 -1.92221  -0.569
O2 -5.16133 -1.45336 -0.94381  -0.286
N1 -3.66073 0.62574 -0.68591  -0.393
C8 -4.05503 1.37464 -1.72761  -0.561
C9 -5.04753 0.95524 -2.64001  -0.023
C10 -5.40643 1.77464 -3.67471  -0.062
C11 -4.78203 3.01354 -3.80981  -0.064
C12 -3.79963 3.32724 -2.89471  -0.152
N2 -3.43733 2.54954 -1.88661  0.058
H1 -3.50923 -3.75576 4.94829  0.073
H2 -1.75783 -3.59456 4.75379  0.082
H3 -2.59963 -4.95406 4.01719  0.081
H4 -4.40673 -1.83076 3.84229  0.112
H5 -4.75093 -0.56576 1.73119  0.122
H6 -1.67403 -2.82206 -0.15161  0.103
H7 -1.36663 -4.13476 1.91959  0.107
H8 -5.50833 -0.00636 -2.49231  0.089
H9 -6.16733 1.45434 -4.37481  0.107
H10 -5.04753 3.69244 -4.60521  0.098
H11 -3.25443 4.25854 -2.97241  0.107
C13 1.03367 -2.35026 2.79499  -0.022
C14 1.94027 -1.43306 1.96539  -0.640
C15 1.74547 0.03074 2.37429  -0.015
C16 3.39617 -1.84896 2.18679  -0.026
O3 1.56527 -1.50316 0.61329  -0.158
Si1 1.94517 -2.57026 -0.57081  -0.190
S2 0.92597 -2.01616 -2.28021  0.243
O4 3.58117 -2.68686 -0.77881  -0.155
C17 4.43567 -1.91956 -1.59271  -0.663
C18 4.14807 -0.42176 -1.46041  -0.046
C19 5.86097 -2.24196 -1.11651  -0.030
C20 4.26537 -2.32876 -3.05881  -0.054
O5 1.58897 -4.03876 0.07779  -0.149
C21 1.52677 -5.31726 -0.50711  -0.657
C22 0.13237 -5.88326 -0.21151  -0.027
C23 1.75237 -5.29946 -2.01471  -0.064
C24 2.60427 -6.18896 0.15319  -0.027
H12 1.32787 -2.34546 3.84339  0.084
H13 1.10937 -3.36076 2.40149  0.075
H14 0.00297 -2.01486 2.71209  0.069
H15 1.88257 0.15104 3.44849  0.084
H16 0.75677 0.37154 2.07179  0.074
H17 2.47147 0.64884 1.85419  0.074
H18 3.67197 -1.71166 3.23099  0.085
H19 4.05597 -1.24966 1.56709  0.069
H20 3.52507 -2.89096 1.90979  0.083
H21 4.31747 -0.08996 -0.43901  0.069
H22 3.10597 -0.23326 -1.71541  0.041
H23 4.79337 0.14204 -2.12901  0.087
H24 5.97607 -1.96356 -0.07131  0.073
H25 6.59297 -1.70396 -1.71451  0.079
H26 6.04147 -3.31186 -1.20591  0.080
H27 3.21907 -2.19856 -3.32631  0.008
H28 4.53447 -3.37406 -3.18751  0.078
H29 4.88927 -1.71566 -3.70441  0.081
H30 -0.61803 -5.21646 -0.62671  0.082
H31 -0.01883 -5.96386 0.86269  0.072
H32 0.02307 -6.86826 -0.65781  0.080
H33 1.02617 -4.64556 -2.48591  0.024
H34 1.66287 -6.30646 -2.41661  0.085
H35 2.73957 -4.90546 -2.22941  0.071
H36 2.42907 -6.25436 1.22439  0.078
H37 3.57887 -5.74026 -0.02071  0.082
H38 2.59247 -7.19196 -0.26671  0.078
C25 1.99087 2.95224 -2.59721  -0.285
P1 1.39137 3.38654 -0.90851  0.827
C26 2.99477 3.21844 0.00569  -0.284
C27 1.41377 5.23454 -1.15081  -0.446
C28 0.90467 5.93664 0.09689  -0.450
P2 -0.39643 4.84934 0.88029  0.840
C29 -1.17413 6.18914 1.92969  -0.300
C30 -1.63503 4.86054 -0.47771  -0.309
H39 2.88107 3.51704 -2.87051  0.038
H40 1.17887 3.16884 -3.28821  0.002
H41 2.18397 1.88244 -2.63961  0.024
H42 3.79237 3.75834 -0.50441  0.036
H43 3.24137 2.15994 0.04499  0.005
H44 2.88147 3.59434 1.02009  0.026
H45 0.73927 5.43414 -1.98611  0.076
H46 2.41807 5.57624 -1.42561  0.076
H47 0.51767 6.93594 -0.13241  0.070
H48 1.70907 6.05044 0.83189  0.067
H49 -1.38283 7.08414 1.34689  0.023
H50 -0.49193 6.44054 2.74029  0.024
H51 -2.10243 5.82074 2.36129  0.019
H52 -1.78293 5.86774 -0.87141  0.047
H53 -2.57343 4.47654 -0.08481  0.029
H54 -1.30693 4.18014 -1.26291  0.001
C31 -1.89413 2.76524 4.36869  -0.149
C32 -3.05703 2.29934 3.48459  -0.147
C33 -2.33803 1.47114 2.42039  -0.215
O6 -1.10663 2.12354 2.21269  -0.205
C34 -0.65633 2.59444 3.46239  -0.232
H55 -1.80563 2.14384 5.26039  0.103
H56 -2.01883 3.80024 4.68189  0.098
H57 -3.54603 3.15324 3.01839  0.106
H58 -3.79913 1.71844 4.02679  0.104
H59 -2.86383 1.43944 1.46939  0.093
H60 -2.17133 0.44804 2.79509  0.119
H61 -0.13123 3.53464 3.27849  0.072
H62 0.04977 1.87994 3.90679  0.104
C35 -0.96173 0.59164 -5.24861  -0.154
C36 -0.88993 1.61014 -4.11661  -0.539
O7 -0.76883 2.78624 -4.43281  -0.165
H63 -0.79023 1.05864 -6.22511  0.053
H64 -1.94923 0.13904 -5.22491  0.047
H65 -0.23433 -0.19226 -5.04661  0.041

=====

Record 4
# C2H4ClPS2

A 2-piece molecular cluster, C2H4ClPS2 overall in a non-equilibrium geometry (ωB97M-V with the def2-TZVPD basis set, OMol25).

Properties
ΔE to the lowest compared entry with this formula, charge and spin ... 203.9 kJ/mol
DFT total energy ... -1676.47385 a.u.
Multiplicity ... 1
Highest occupied orbital energy (alpha / beta) ... -8.71 / -9.07 eV

Each line ends with the natural charge from an NBO analysis.
Positions of all 10 atoms, in Å:
C1 1.16837 -0.38811 0.78723  -0.388
C2 2.21270 0.04418 0.08505  -0.380
P1 -2.56121 -0.09078 -1.75285  0.465
S1 -2.75356 2.40501 0.32466  -0.202
S2 -2.19339 0.55954 0.20357  0.017
Cl1 -2.69235 -2.07642 -1.35594  -0.275
H1 0.22784 -0.60345 0.29703  0.185
H2 1.31444 -0.49851 1.81526  0.195
H3 3.05471 0.48682 0.61523  0.192
H4 2.22246 0.16173 -1.01923  0.192

=====

Record 5
# C3H9NO

A 2-piece molecular cluster, C3H9NO overall in a non-equilibrium geometry (ωB97M-V with the def2-TZVPD basis set, OMol25).

Properties
ΔE to the lowest compared entry with this formula, charge and spin ... 189.9 kJ/mol
DFT total energy ... -249.64135 a.u.
SMILES ... C=C.NCO
Multiplicity ... 1
Highest occupied orbital energy ... -9.74 eV

Each line ends with the natural charge from an NBO analysis.
Positions of all 14 atoms, in Å:
C1 2.04937 1.29204 1.74538  -0.415
C2 2.06503 0.10150 1.16463  -0.353
H1 1.84879 1.42313 2.79373  0.187
H2 1.94475 2.15878 1.10824  0.191
H3 1.92844 -0.87985 1.59088  0.192
H4 2.20373 0.07113 0.09007  0.194
N1 -2.41400 -0.85150 -1.08769  -0.855
C3 -1.16123 -0.16157 -1.18699  0.086
O1 -0.07888 -0.99201 -0.77158  -0.740
H5 -3.02936 -0.65028 -1.86467  0.370
H6 -2.90866 -0.55941 -0.25523  0.363
H7 -0.89349 0.14070 -2.19101  0.156
H8 -1.11632 0.75881 -0.60376  0.145
H9 -0.43818 -1.85146 -0.53200  0.477

=====

Question: ΔE to the lowest compared entry with this formula, charge and spin of number 4 (C2H4ClPS2)?
Answer: 203.9 kJ/mol